[1]
111
Properties=species:S:1:pos:R:3:forces:R:3:lowdin_charge:R:1 method="wB97M-V/def2-TZVPD" homo_energy_ha=-0.46719 charge=+2 orbital_gap_ev=7.85 lumo_energy_ev=-4.9
Tl 2.9808 -23.0849 -0.5732 -0.6 0.0 0.2 0.93
C 5.9594 -24.4784 -0.4689 -0.3 1.2 -0.2 -0.10
N 5.4740 -23.1327 -0.8121 0.3 0.0 -1.3 -0.12
C 6.0490 -22.0953 0.0534 0.8 -0.5 -1.2 -0.13
C 5.5342 -22.1677 1.4144 0.0 -0.2 0.5 -0.35
N 4.2758 -22.3917 1.6487 -0.2 -0.2 0.2 0.12
C 4.1986 -22.3471 3.0239 -2.9 0.6 2.1 -0.19
C 3.0560 -22.3736 3.9075 1.4 -0.6 -0.8 0.01
C 3.2029 -22.2986 5.2607 -0.3 0.6 -0.7 -0.08
C 4.4317 -22.0297 5.7821 2.3 -0.2 0.1 -0.08
C 5.5589 -21.9346 5.0051 0.3 0.2 -1.1 0.01
C 5.4185 -22.0483 3.6038 -0.2 -0.5 1.2 -0.17
N 6.2729 -21.9885 2.5397 0.3 0.1 -1.3 0.19
C 4.8415 -25.4190 -0.1510 1.0 -1.5 0.1 -0.25
N 3.5733 -25.1711 0.1439 2.3 1.5 -0.4 0.07
C 3.0901 -26.3391 0.6329 -2.3 -1.0 0.0 -0.23
C 1.8034 -26.6270 1.0974 0.1 -0.3 -0.1 -0.01
C 1.4946 -27.9163 1.4217 0.0 -2.3 0.2 -0.05
C 2.4555 -28.9787 1.3276 -0.3 2.0 0.0 -0.04
C 3.7287 -28.6355 0.9168 -0.2 -2.2 -0.1 -0.01
C 4.0049 -27.3605 0.5108 1.1 0.8 0.3 -0.17
N 5.1720 -26.7358 0.0573 -2.0 1.6 0.1 0.21
H 6.7030 -24.8279 -1.1763 -0.4 -0.4 -0.7 0.13
H 6.5803 -24.3451 0.3975 0.1 -0.3 1.0 0.13
H 5.7499 -22.9188 -1.8210 -0.8 -0.6 1.1 0.09
H 7.1453 -22.1962 0.0309 -0.1 0.5 0.1 0.14
H 5.7219 -21.1671 -0.3860 0.3 0.7 -0.2 0.13
H 2.0555 -22.4722 3.6313 -1.3 -0.3 -1.3 0.08
H 2.3572 -22.2932 5.9046 -0.6 -0.2 0.3 0.11
H 4.6203 -21.9302 6.8123 -0.2 0.1 1.2 0.10
H 6.5234 -21.7555 5.4429 0.2 0.1 0.1 0.11
H 7.2432 -21.7695 2.4798 0.5 0.1 0.5 0.17
H 1.0609 -25.8786 1.1616 -0.5 0.7 0.1 0.08
H 0.5008 -28.2675 1.7427 0.4 0.8 -0.1 0.12
H 2.1855 -29.9849 1.6182 0.1 0.1 -0.1 0.11
H 4.4452 -29.4334 0.8357 0.4 0.0 0.0 0.12
H 6.0176 -27.1165 -0.2698 0.9 -0.7 -0.2 0.16
N 0.0063 -26.8525 -1.9763 0.0 0.2 -0.2 0.20
C 1.0460 -27.3358 -2.7122 2.7 -0.5 -0.4 -0.17
C 1.3847 -28.5831 -3.2424 0.9 2.1 0.3 0.03
C 2.6515 -28.6996 -3.8334 -3.0 -1.3 0.0 -0.09
C 3.4946 -27.6570 -3.9339 2.4 1.5 -0.7 -0.11
C 3.2226 -26.3948 -3.4091 0.6 -1.2 0.1 -0.02
C 2.0206 -26.3027 -2.7385 -1.1 1.6 -0.3 -0.22
N 1.4970 -25.1484 -2.1295 -1.5 -1.6 1.2 0.15
C 0.3193 -25.5850 -1.6172 2.1 1.1 -1.3 -0.26
C -0.4320 -24.7913 -0.6847 -0.1 0.2 0.2 -0.37
C -1.7150 -24.9187 -0.3106 -0.7 -0.9 0.0 -0.34
S -2.0704 -24.0467 1.0835 -0.1 0.4 0.1 1.11
C -0.4813 -23.4472 1.0540 0.8 0.3 0.3 -0.45
N 0.2604 -23.9160 0.0700 0.6 1.3 1.8 -0.02
H -0.6650 -27.4635 -1.5696 -0.7 0.0 0.4 0.17
H 0.6742 -29.3291 -3.1859 -1.1 -1.9 -0.2 0.09
H 2.8272 -29.5897 -4.3986 0.4 -0.6 0.1 0.11
H 4.4288 -27.8645 -4.4872 -0.5 0.5 0.4 0.11
H 3.9841 -25.6197 -3.4537 -0.4 0.2 0.0 0.09
H -2.3920 -25.6105 -0.7343 -0.8 -0.4 -0.3 0.08
H -0.1338 -22.7541 1.8535 -0.2 -0.6 -0.9 0.10
C 8.4008 -22.1146 -5.9755 -1.6 1.0 -0.1 -0.07
N 7.3451 -22.2531 -4.9604 0.3 1.0 0.2 -0.29
C 6.8551 -21.0364 -4.3096 2.9 0.9 -0.7 -0.09
P 6.4762 -23.5941 -4.7106 0.0 -1.7 -2.1 0.50
O 5.5988 -23.4400 -3.5404 -0.9 0.1 1.4 -0.30
N 7.6363 -24.7668 -4.7098 0.1 1.0 0.8 -0.32
C 8.9327 -24.5196 -4.0365 -0.1 -0.2 0.4 -0.09
C 7.2114 -26.1588 -4.7776 0.3 0.5 -0.1 -0.09
N 5.5354 -24.1340 -5.9976 0.7 0.4 0.2 -0.30
C 6.1839 -24.5459 -7.2462 -0.3 -1.0 -0.3 -0.11
C 4.0763 -24.2028 -5.9745 0.7 -0.5 -0.5 -0.10
H 7.9565 -21.5200 -6.7979 0.6 -0.1 0.2 0.10
H 8.6483 -23.0721 -6.3785 0.4 -0.5 -0.1 0.06
H 9.2561 -21.5951 -5.5565 0.2 0.0 0.0 0.09
H 7.6174 -20.6078 -3.5988 -0.6 -0.4 -0.6 0.11
H 5.9942 -21.2777 -3.8120 -2.0 -0.4 1.5 0.01
H 6.5983 -20.2434 -5.0079 0.2 0.0 -0.3 0.08
H 8.9694 -23.4929 -3.6361 0.0 -0.3 -0.5 0.08
H 9.7904 -24.6720 -4.7290 -0.5 0.0 0.5 0.10
H 9.0502 -25.1605 -3.1283 0.0 0.1 -0.8 0.09
H 6.2199 -26.2894 -5.2423 0.6 0.2 0.0 0.07
H 7.1479 -26.5545 -3.7674 0.2 -0.5 0.1 0.08
H 8.0083 -26.5719 -5.3788 -0.1 -1.2 0.0 0.09
H 7.2725 -24.6824 -7.1215 -0.6 0.4 -0.1 0.08
H 5.9192 -23.8834 -8.0518 0.3 0.8 -0.3 0.08
H 5.8159 -25.5120 -7.6780 0.0 0.3 1.0 0.10
H 3.7096 -23.8364 -5.0169 -0.1 -0.1 -0.2 0.05
H 3.8319 -25.2595 -6.1230 -0.5 0.0 0.2 0.08
H 3.6366 -23.6750 -6.8318 0.1 0.2 0.3 0.09
Ge 1.7489 -20.8568 -1.3511 -0.2 -0.8 -0.3 0.90
C 2.8296 -20.2140 -2.8073 -0.5 0.1 0.4 -0.38
C 3.1517 -18.8549 -2.8949 0.0 -0.8 -0.1 -0.11
C 3.7870 -18.3760 -4.0174 0.4 -0.1 -0.6 -0.06
C 4.0534 -19.2431 -5.1085 -0.5 0.8 0.6 -0.06
C 3.6590 -20.5781 -5.0283 -0.1 -0.3 0.3 -0.07
C 3.0570 -21.0843 -3.8578 0.6 0.7 -0.8 -0.13
C 0.0146 -21.5127 -1.8476 0.2 -0.5 -1.8 -0.39
C -1.0855 -21.0730 -1.1416 -0.5 -0.2 -0.5 -0.15
C -2.3636 -21.3249 -1.6310 -0.3 -0.4 -1.6 -0.07
C -2.5971 -22.1057 -2.7904 0.7 0.2 1.3 -0.04
C -1.4655 -22.6749 -3.3828 -0.5 0.4 -0.7 -0.09
C -0.1955 -22.2699 -3.0475 0.8 0.3 1.4 -0.10
H 1.5870 -20.0956 -0.0610 0.2 0.4 0.3 -0.02
H 2.8563 -18.2125 -2.0919 0.1 0.5 0.3 0.10
H 4.0822 -17.3246 -4.0180 -0.1 -0.3 -0.4 0.12
H 4.4848 -18.7734 -6.0037 -0.1 -0.6 0.3 0.12
H 3.8099 -21.2830 -5.8404 0.1 0.3 -0.1 0.10
H 2.7655 -22.1277 -3.7928 0.1 0.0 -0.1 0.07
H -0.9759 -20.4546 -0.2727 0.0 0.2 0.4 0.10
H -3.1880 -20.7920 -1.2361 -0.7 0.3 0.7 0.10
H -3.6101 -22.2516 -3.1979 0.7 0.0 0.4 0.12
H -1.5563 -23.3297 -4.2279 -0.2 -0.2 -0.4 0.11
H 0.6359 -22.5656 -3.7030 -0.4 0.0 0.6 0.10

=====

[2]
91
Properties=species:S:1:pos:R:3:forces:R:3:lowdin_spin:R:1 method="wB97M-V/def2-TZVPD" spin_multiplicity=3 homo_energy_ha="-0.36567 / -0.37524" charge=+1 orbital_gap_ev="5.83 / 6.37" lumo_energy_ev="-4.1 / -3.8"
W 2.5313 -1.1713 0.6935 -0.6 0.5 -1.4 1.55
S 5.2410 -4.9237 0.8846 0.3 0.9 0.2 0.05
C 6.0541 -3.8186 -0.2390 -2.1 0.1 -0.2 -0.03
C 5.1992 -2.7900 -0.5184 0.1 2.5 0.8 0.02
C 4.0548 -2.5880 0.3948 1.3 -2.6 -0.6 -0.01
C 3.9688 -3.7550 1.1904 -0.2 1.5 -0.7 0.10
C 3.0005 -3.6537 2.2879 1.1 -1.0 1.2 0.01
C 3.0623 -4.5252 3.3974 -1.6 0.6 0.4 0.01
C 2.3329 -4.1912 4.5659 1.7 -0.5 -0.8 0.00
C 1.5220 -3.0575 4.5447 0.6 -0.6 -0.8 0.01
C 1.4278 -2.2946 3.4121 1.8 -0.3 -0.5 0.02
N 2.2481 -2.5246 2.3440 -0.7 -0.7 0.6 0.05
H 6.9944 -3.9610 -0.7594 -0.2 -0.6 0.3 0.00
H 5.4436 -1.9071 -1.1601 0.1 -1.2 0.3 0.00
H 3.6508 -5.4224 3.2882 0.2 0.0 0.3 0.00
H 2.5707 -4.7148 5.5180 -0.6 0.2 -0.9 0.00
H 1.0978 -2.7217 5.4281 -1.1 0.5 1.4 0.00
H 0.9414 -1.3451 3.3738 -0.7 0.3 0.1 0.00
Se -4.3156 -0.3160 0.4483 0.5 0.5 0.1 0.00
P -2.9927 1.3537 0.4172 0.3 0.9 0.8 0.00
C -3.2725 2.5777 1.7452 0.0 1.3 -1.5 0.00
C -3.2974 3.9687 1.4164 0.0 0.3 0.2 0.00
C -3.7494 4.8751 2.4068 -0.1 -2.9 1.0 0.00
C -4.1630 4.4349 3.6950 0.9 -1.3 -0.6 0.00
C -4.0322 3.0438 3.9836 0.2 1.1 -1.0 0.00
C -3.5703 2.1282 2.9987 -1.2 1.9 1.4 0.00
C -3.0574 2.3444 -1.0865 -1.2 -0.2 -1.9 0.00
C -4.2486 2.2393 -1.8567 1.1 1.4 -0.3 0.00
C -4.4597 2.9933 -3.0513 0.2 -0.8 1.0 0.00
C -3.4337 3.7775 -3.4661 2.6 0.7 0.6 0.00
C -2.1579 3.8031 -2.7727 -2.0 0.1 -0.1 0.00
C -1.9984 3.1444 -1.5642 0.0 -0.3 -0.1 0.00
C -1.2246 1.0410 0.6757 0.8 0.2 1.8 0.01
C -0.4824 -0.0439 0.2652 -0.1 0.8 -1.0 0.01
N 0.7646 0.1428 0.8155 0.1 -1.4 -0.6 0.02
N 0.7851 1.2171 1.5707 -2.1 0.1 0.2 0.02
N -0.4167 1.7690 1.5835 -0.6 -0.5 -1.7 0.02
P -0.9215 -1.3137 -0.9964 1.9 0.4 1.9 0.01
Se 1.0669 -2.3984 -0.9076 -0.1 -0.4 -0.8 -0.02
C -1.5147 -0.8793 -2.6539 0.8 1.2 -0.8 0.00
C -0.5176 -0.5019 -3.6093 0.5 -0.8 0.2 0.00
C -0.8850 -0.0435 -4.8845 -0.7 0.4 1.1 0.00
C -2.2593 0.1694 -5.1496 0.9 -1.1 0.3 0.00
C -3.2352 -0.2361 -4.2628 0.8 0.0 1.2 0.00
C -2.8641 -0.7269 -2.9904 -0.1 0.2 -0.4 0.00
C -1.9162 -2.5387 -0.2365 -1.3 -1.4 0.5 0.00
C -1.8575 -2.9818 1.0895 0.2 1.2 1.4 0.00
C -2.5656 -4.1099 1.5522 1.5 1.3 -0.6 0.00
C -3.3128 -4.8333 0.6462 0.0 0.4 -1.0 0.00
C -3.4015 -4.4073 -0.7205 -0.5 -0.3 2.1 0.00
C -2.7207 -3.2537 -1.1170 0.3 -1.5 -0.5 0.00
H -2.9471 4.3277 0.3908 -0.8 -0.5 1.7 0.00
H -3.8691 5.8947 2.3280 0.2 2.1 -1.1 0.00
H -4.4916 5.2136 4.4307 0.2 -1.1 -0.7 0.00
H -4.3156 2.6652 4.9422 -0.1 -0.1 0.5 0.00
H -3.5863 1.0932 3.2164 0.1 -0.9 0.2 0.00
H -5.0176 1.6649 -1.4274 -1.0 -0.8 0.2 0.00
H -5.3433 3.0017 -3.6992 0.0 -0.4 0.8 0.00
H -3.5635 4.4612 -4.2949 0.1 -0.2 -0.2 0.00
H -1.3940 4.4378 -3.1698 0.4 0.2 -0.1 0.00
H -1.0824 3.2370 -0.9664 -0.3 -0.1 -0.4 0.00
H 0.5536 -0.7013 -3.3238 -1.1 0.5 -0.5 0.00
H -0.1441 0.2501 -5.6207 0.0 -0.2 0.2 0.00
H -2.6003 0.5187 -6.0967 0.1 0.4 -0.6 0.00
H -4.2631 -0.0842 -4.5435 -0.3 -0.2 0.2 0.00
H -3.6094 -0.9641 -2.2517 -0.3 0.0 0.1 0.00
H -1.3315 -2.3500 1.8684 -0.4 -0.8 -1.1 0.00
H -2.3702 -4.3681 2.5936 -0.5 -0.2 -0.3 0.00
H -3.7868 -5.7328 1.0168 -0.3 0.0 -0.4 0.00
H -4.1145 -4.9853 -1.3163 0.7 0.4 -0.3 0.00
H -2.5981 -3.0188 -2.1641 -0.7 -0.1 -0.1 0.00
C 4.1353 1.9871 3.2050 0.0 0.0 1.5 0.00
C 4.0068 3.0890 2.3881 -0.4 1.3 -1.9 0.03
C 3.7384 2.9160 1.0019 0.5 -0.5 0.9 0.00
C 3.5027 1.6229 0.4856 -0.2 2.3 2.1 0.02
N 3.4630 0.6186 1.3926 0.8 -0.7 -1.3 0.01
C 3.8871 0.7613 2.6435 -0.1 -1.4 0.7 0.03
C 3.2792 1.2698 -0.8755 1.5 0.2 -3.5 0.03
C 3.6291 2.1209 -2.0427 -0.7 0.0 0.8 0.00
C 3.8256 1.5267 -3.2920 -1.0 -0.7 2.1 0.02
C 3.6835 0.1233 -3.4311 0.8 1.2 -0.2 0.00
C 3.3187 -0.6546 -2.3685 0.1 -0.7 -0.2 0.01
C 3.1333 -0.1092 -1.0743 -0.2 -0.1 -0.5 0.00
H 4.3375 2.0640 4.2955 0.1 0.0 -1.1 0.00
H 4.0947 4.1488 2.7249 0.1 -1.2 0.0 0.00
H 3.7640 3.7814 0.3477 -0.1 -0.2 0.1 0.00
H 4.0300 -0.2205 3.1700 -0.3 1.2 -0.1 0.00
H 3.6707 3.2545 -1.9876 0.1 -1.6 0.2 0.00
H 4.0096 2.1128 -4.1451 0.4 0.7 -0.8 0.00
H 3.9971 -0.3027 -4.3788 -0.4 -0.2 0.0 0.00
H 3.2548 -1.7447 -2.6025 -0.1 0.9 0.7 0.00